160
Properties=species:S:1:pos:R:3:forces:R:3:mulliken_spin:R:1 method="wB97M-V/def2-TZVPD" multiplicity=2 charge=-2 homo_lumo_gap_ev="4.85 / 5.47" s2=0.78 max_force_ev_per_a=0.70
Sb -1.484 -3.111 -1.432 -0.2925 -0.2518 -0.2663 -0.006
As 1.925 6.527 -0.045 0.1180 -0.0050 -0.0804 0.000
As 4.086 1.798 -3.090 0.1291 0.1500 0.0173 0.000
Ge 2.481 -2.987 -0.403 0.3025 -0.5680 -0.2373 0.001
Ge 2.028 -5.145 0.819 -0.3107 0.1176 0.3185 0.005
Cl -3.021 4.220 -3.997 -0.2329 -0.5478 -0.3168 0.000
Cl -0.716 2.785 -2.836 -0.0065 -0.0160 -0.1216 -0.001
S 4.120 3.842 -2.724 -0.1088 0.0222 0.0357 0.000
S 5.661 0.805 -3.994 -0.1010 -0.1195 0.0390 0.000
S 2.942 0.597 -1.552 0.1947 -0.0216 -0.2209 0.001
S 2.045 0.943 -3.461 -0.0180 0.0291 -0.0980 0.000
P 0.964 2.083 0.977 0.0739 0.6326 0.2862 0.002
Na 0.628 -0.671 0.083 0.1967 -0.1545 -0.1359 -0.028
F -3.158 -8.206 -4.731 -0.0131 -0.0370 -0.0245 0.000
F -5.878 -3.988 2.939 -0.0532 -0.0158 0.0440 0.000
F -2.742 0.470 -6.414 -0.0117 0.0199 -0.0346 0.000
O -6.893 0.635 -1.762 0.0464 0.0027 -0.0733 0.004
O -7.636 0.602 0.311 -0.0944 -0.0254 0.1548 0.028
N -1.379 -0.596 1.320 -0.0869 0.0193 0.1832 0.097
N 1.284 -1.116 2.266 -0.0502 0.0256 0.5551 0.121
C -2.110 -4.847 -2.576 0.1687 -0.0773 0.0727 0.001
C -4.171 0.398 -0.818 0.0281 0.0229 0.0213 -0.012
C 3.047 -2.797 -3.300 -0.0399 -0.0777 0.0101 0.001
C -3.424 -5.051 -2.990 0.0214 -0.0284 -0.0274 0.000
C -1.059 2.400 3.021 -0.0256 -0.0822 -0.0836 0.009
C -4.974 -3.758 1.957 0.0113 0.0024 -0.0306 -0.001
C -1.496 -6.941 -3.644 0.0955 0.0242 0.0428 0.000
C -5.059 -0.057 1.355 -0.0187 0.0323 0.0532 -0.024
C 2.840 -4.494 -4.999 0.0104 0.0427 0.0671 0.000
C 1.485 7.493 2.733 0.0246 0.0490 0.0109 0.000
C 4.608 1.647 2.724 -0.0106 -0.0570 -0.0072 0.000
C -3.178 3.461 2.570 0.0062 -0.0462 -0.0127 0.006
C 2.734 -1.541 4.139 0.0042 0.0134 0.0458 0.174
C -6.679 0.523 -0.417 0.1443 0.0211 -0.0286 -0.004
C 3.281 -6.679 0.979 0.2317 0.0585 -0.1208 0.000
C 6.202 -2.960 1.820 -0.0297 0.0425 -0.0775 -0.006
C -2.465 2.984 -2.847 0.0672 -0.0190 0.0270 0.002
C -4.493 -3.112 -0.281 0.0454 0.0063 0.0743 0.001
C -2.233 6.723 -0.875 0.0256 -0.0078 -0.0523 0.000
C 0.175 6.565 -0.917 -0.0734 0.0259 0.0271 0.000
C -2.904 0.125 -0.363 0.0386 0.0652 0.0244 0.044
C -2.659 -0.286 0.973 0.0452 -0.0034 0.0564 -0.129
C -3.799 -0.340 1.825 -0.0033 0.0590 -0.0358 0.126
C -5.428 -3.357 0.719 0.0155 0.0200 -0.1196 0.004
C -1.156 -5.804 -2.916 -0.0624 0.0432 -0.0356 -0.001
C -1.016 6.697 -0.207 0.0316 -0.0194 -0.0408 0.000
C 3.277 2.695 4.420 -0.0088 -0.0175 -0.0687 -0.003
C -2.321 2.803 3.441 -0.0136 -0.0133 -0.0443 -0.010
C 2.174 2.678 3.571 0.0324 0.0374 -0.0402 0.001
C 1.637 -1.551 5.006 -0.0301 0.0238 -0.0554 -0.038
C 1.668 -4.722 2.733 -0.0160 0.0688 0.0358 0.002
C 3.098 -3.176 -4.636 0.0053 -0.0753 0.0377 0.000
C 6.992 -2.057 1.117 -0.0767 -0.0584 -0.0127 0.000
C -0.616 2.666 1.723 0.0415 0.0225 0.0333 -0.056
C -1.099 -0.911 2.594 -0.1411 0.0375 -0.1026 0.519
C -1.090 6.457 -2.973 0.1269 0.1645 0.0846 0.000
C 2.262 2.123 2.295 0.0125 0.0344 0.0021 -0.011
C -2.270 6.609 -2.260 0.0203 0.2005 0.1554 0.000
C 0.840 9.746 3.297 0.0140 -0.0561 -0.0339 0.000
C -2.519 -0.271 -5.305 -0.0238 0.0356 0.0415 0.000
C 5.256 -1.894 -0.551 0.0214 -0.1235 0.0261 0.000
C 2.748 -3.710 -2.276 -0.1006 0.0073 -0.1229 0.001
C -2.766 3.703 1.267 0.0332 -0.0775 -0.0123 -0.010
C -3.384 -1.500 -3.456 0.1265 -0.0116 -0.0461 -0.001
C 1.517 3.646 0.112 -0.0375 -0.1509 0.0195 0.002
C 0.128 6.438 -2.303 -0.0706 0.0300 -0.0174 0.000
C -3.127 -3.271 -0.051 -0.0246 0.0064 0.0717 -0.018
C -2.087 -1.802 -3.037 -0.0583 0.0663 0.0510 0.003
C -2.716 -3.667 1.225 -0.0670 -0.0250 -0.0618 0.044
C -5.290 0.301 0.022 -0.0506 0.0059 -0.0362 0.105
C 4.945 -3.315 1.339 0.0366 0.1183 -0.0893 0.003
C 0.352 -6.146 0.393 -0.0145 -0.0103 -0.1406 0.001
C -3.786 -6.178 -3.717 -0.0635 0.0586 0.0162 0.000
C 6.516 -1.535 -0.081 -0.0467 -0.0469 0.0159 0.000
C 0.379 -1.359 4.492 0.0387 -0.0474 0.0466 0.132
C 2.558 -5.425 -4.008 -0.0094 0.0395 0.0185 0.000
C 2.489 -1.329 2.793 -0.0609 0.1057 -0.1343 -0.062
C 4.495 2.178 4.001 -0.0387 0.0133 0.0315 0.005
C -1.223 -0.529 -4.921 0.0922 -0.0135 0.0835 0.000
C -2.808 -7.102 -4.025 0.0066 0.0176 0.0098 0.000
C 1.492 7.811 1.378 -0.0466 0.0219 0.0095 0.000
C -3.635 -3.915 2.238 0.1269 0.0293 -0.0209 0.006
C 4.425 -2.784 0.148 0.0530 0.1094 0.1599 -0.008
C 2.517 -5.034 -2.671 0.0689 0.0723 -0.0112 0.000
C 0.210 -1.137 3.103 0.0414 0.0109 -0.0957 0.018
C 1.157 8.453 3.687 -0.0021 0.0198 -0.0481 0.000
C 0.863 10.080 1.947 0.0090 -0.0123 0.0449 0.000
C -1.501 3.307 0.851 -0.0029 0.1271 0.0248 0.028
C -1.016 -1.302 -3.781 -0.0637 0.0086 -0.0171 0.003
C -3.611 -0.736 -4.594 -0.0099 -0.0022 0.0753 -0.001
C 3.501 1.616 1.890 -0.0526 -0.0112 0.0509 0.005
C 1.192 9.121 1.002 -0.0009 -0.0159 0.0449 0.000
C 1.640 4.884 0.990 -0.0466 -0.1297 0.0825 0.000
H 0.574 10.489 4.039 0.0124 -0.0004 -0.0053 0.000
H 3.334 -2.435 -5.393 0.0047 -0.0063 0.0285 0.000
H -1.116 6.342 -4.050 0.0352 0.0066 0.0779 0.000
H 3.245 -1.759 -3.055 -0.0453 -0.0107 -0.0161 0.000
H 5.352 2.191 4.665 -0.0319 0.0009 -0.0198 0.000
H -0.126 -5.663 -2.620 0.0899 -0.0217 0.0131 0.000
H 2.540 -4.300 3.240 -0.0537 -0.0263 -0.0174 -0.001
H -2.783 3.271 -1.853 -0.1020 0.0484 0.0632 0.000
H 3.603 1.195 0.897 0.0071 -0.0607 0.0052 0.000
H -4.170 3.756 2.892 0.0433 -0.0125 0.0009 0.000
H -2.644 2.581 4.452 0.0251 -0.0020 -0.0329 0.000
H 1.202 9.388 -0.050 -0.0162 0.0038 -0.0051 0.000
H 0.534 -6.943 -0.335 0.0015 0.0575 0.0330 0.000
H -0.440 -5.515 -0.009 -0.0444 0.0163 0.0113 0.000
H -0.393 -0.131 -5.491 -0.0210 -0.0206 0.0179 0.000
H 5.548 1.231 2.379 -0.0432 0.0315 -0.0066 -0.002
H 7.968 -1.775 1.492 0.0093 0.0109 -0.0012 0.000
H 0.010 -1.518 -3.486 -0.0462 0.0199 -0.0159 0.000
H 0.624 11.090 1.634 -0.0019 -0.0269 -0.0002 0.000
H 3.745 -1.698 4.489 -0.0328 0.0088 -0.0295 0.004
H 0.837 3.813 -0.725 0.0206 -0.0050 -0.0258 0.000
H 3.460 -7.156 0.011 -0.0133 0.0325 0.0663 0.000
H -0.496 -1.369 5.133 0.0260 0.0014 -0.0153 -0.005
H -3.221 6.622 -2.780 0.0857 0.0517 0.0908 0.000
H 7.119 -0.838 -0.653 -0.0214 -0.0141 -0.0034 0.000
H -3.693 -0.617 2.862 -0.0112 -0.0299 0.0134 -0.014
H -4.194 -4.329 -2.752 -0.0185 0.0078 0.0314 0.000
H -6.061 0.495 -2.228 0.0135 -0.0014 -0.0194 0.000
H -1.195 3.510 -0.171 -0.0254 -0.0022 0.0846 0.002
H 1.143 8.182 4.736 0.0107 0.0056 -0.0164 0.000
H -0.998 6.780 0.874 0.0107 0.0032 0.0057 0.000
H -4.806 -6.345 -4.041 0.0324 0.0110 0.0112 0.000
H 1.363 -5.630 3.267 0.0156 0.0439 -0.0582 0.002
H -3.316 -4.212 3.229 -0.0198 -0.0018 -0.0238 -0.003
H -1.659 -3.779 1.448 -0.0290 0.0306 -0.0114 -0.026
H 0.747 5.029 1.601 -0.0652 -0.0223 0.0294 0.000
H -5.919 -0.127 2.014 0.0637 -0.0010 -0.0080 0.004
H 1.735 6.491 3.063 -0.0444 0.0083 -0.0225 0.000
H 2.367 -6.459 -4.278 0.0110 0.0135 0.0269 0.000
H -0.024 -6.605 1.314 0.0538 0.0036 -0.0612 0.000
H 1.049 6.308 -2.859 0.0125 -0.0028 -0.0208 0.000
H -2.052 0.227 -1.030 -0.0551 0.0026 0.0188 0.003
H -6.489 -3.221 0.548 0.0260 0.0208 0.0227 -0.001
H 2.496 4.785 1.659 0.0237 -0.0539 0.0804 0.000
H -4.278 0.712 -1.852 0.0666 -0.0054 -0.0242 0.002
H 3.182 3.125 5.410 -0.0083 -0.0041 -0.0217 0.000
H -4.612 -0.502 -4.938 0.0160 -0.0117 0.0009 0.000
H 2.482 3.396 -0.332 0.0003 -0.0110 -0.1253 0.000
H 4.248 -6.373 1.388 -0.0691 -0.0431 -0.0343 0.000
H -4.862 -2.767 -1.238 0.0053 -0.0441 0.0145 0.000
H -0.437 1.836 3.702 0.0642 -0.0144 0.0304 0.036
H -0.758 -7.689 -3.908 -0.0288 0.0469 0.0031 0.000
H -3.437 4.187 0.567 0.0357 0.0261 0.0115 -0.002
H 2.826 -7.412 1.654 0.0302 0.0192 -0.0342 0.000
H 2.865 -4.795 -6.040 0.0014 0.0120 0.0007 0.000
H 4.352 -4.015 1.918 0.0127 0.0385 0.0077 0.010
H -2.900 2.040 -3.147 -0.0653 -0.0578 -0.0203 0.000
H 6.563 -3.386 2.751 -0.0062 -0.0090 -0.0096 0.000
H 0.863 -3.983 2.814 0.0650 -0.0634 0.0035 -0.002
H 1.256 3.139 3.907 -0.0819 -0.0415 0.0063 0.002
H 4.922 -1.466 -1.489 0.0017 0.0203 0.0194 0.000
H -1.884 -0.973 3.343 -0.0299 0.0386 0.0160 -0.069
H 2.319 -5.789 -1.914 -0.0466 0.0011 -0.0271 0.000
H 3.317 -1.330 2.091 -0.0392 0.0122 -0.0085 -0.022
H -3.154 6.825 -0.312 0.0137 0.0114 -0.0073 0.000
H -4.239 -1.856 -2.895 0.0222 0.0118 -0.0537 0.001
H 1.778 -1.711 6.068 -0.0143 -0.0126 0.0093 0.002